Entry from OMol25: C20H29BBr36FNO4P as an isolated structure in a non-equilibrium geometry (ωB97M-V/def2-TZVPD).

XYZ file:
```
93
Properties=species:S:1:pos:R:3:mulliken_charge:R:1
C -2.68 0.41 3.05 -0.34
C -3.95 0.80 3.81 -0.65
N -4.87 1.60 3.01 -0.41
B -4.48 3.05 2.64 0.72
C -3.66 3.88 3.78 -1.08
O -2.23 3.54 3.84 0.00
C -1.48 4.20 4.72 0.68
C -0.02 4.14 4.35 -1.08
O -1.89 4.78 5.71 -0.63
C -5.93 3.88 2.41 -0.85
C -6.50 4.48 3.61 0.52
O -6.69 5.63 3.88 -0.58
F -6.84 3.55 4.56 -0.27
P -3.64 3.14 0.81 -0.55
C -1.80 3.11 0.95 -0.73
O -3.94 1.58 0.24 0.18
H -1.85 1.08 3.25 -0.11
H -2.88 0.37 1.98 -0.03
H -2.36 -0.59 3.36 0.35
H -3.68 1.25 4.78 0.18
H -4.46 -0.14 4.07 0.57
H -5.75 1.63 3.51 0.23
H -3.72 4.96 3.64 0.56
H -4.09 3.64 4.76 0.24
H 0.55 4.76 5.05 0.35
H 0.13 4.48 3.33 0.23
H 0.33 3.11 4.44 0.26
H -5.81 4.68 1.67 0.31
H -6.63 3.15 2.00 0.31
H -1.38 2.95 -0.05 0.39
H -1.48 4.09 1.30 0.19
H -1.38 2.36 1.62 0.11
H -3.74 1.57 -0.70 0.03
C -4.28 -1.56 -2.41 0.20
Br -3.12 -2.97 -3.07 -0.02
Br -4.44 -1.63 -0.50 0.06
Br -3.70 0.16 -3.02 -0.05
H -5.26 -1.74 -2.83 -0.19
C -8.73 -1.99 -2.84 -0.33
Br -7.58 -3.39 -3.50 -0.03
Br -8.90 -2.06 -0.93 0.01
Br -8.14 -0.26 -3.43 0.00
H -9.71 -2.15 -3.26 0.32
C 5.84 8.40 0.94 -0.31
Br 5.04 10.00 1.65 -0.03
Br 6.76 7.40 2.30 -0.01
Br 4.54 7.31 0.04 -0.01
H 6.57 8.70 0.21 0.35
C -1.32 -4.51 0.19 0.26
Br -2.24 -5.97 1.04 -0.03
Br -0.81 -3.16 1.45 0.02
Br 0.20 -5.13 -0.82 0.17
H -2.01 -4.06 -0.51 -0.34
C 6.06 4.41 -1.64 -0.13
Br 5.94 3.53 -3.34 -0.09
Br 5.07 3.49 -0.28 0.03
Br 7.89 4.71 -1.12 -0.03
H 5.60 5.38 -1.75 0.15
C -0.94 -9.72 3.10 -0.35
Br -2.77 -9.71 3.69 -0.02
Br -0.82 -9.85 1.19 -0.02
Br 0.02 -8.19 3.76 0.00
H -0.47 -10.60 3.52 0.36
C 3.43 -7.49 -1.36 -0.34
Br 2.73 -6.40 -2.78 -0.06
Br 2.11 -8.74 -0.73 0.04
Br 5.07 -8.36 -1.87 -0.06
H 3.66 -6.83 -0.54 0.35
C 5.25 -3.20 -3.37 -0.26
Br 6.57 -4.37 -4.14 -0.03
Br 5.24 -3.32 -1.46 0.11
Br 5.47 -1.37 -3.92 0.02
H 4.28 -3.53 -3.73 0.23
C 0.75 0.55 -3.16 -0.37
Br -0.37 1.51 -4.39 -0.10
Br 2.31 1.57 -2.68 0.05
Br -0.23 -0.07 -1.63 0.12
H 1.12 -0.33 -3.67 0.32
C 7.41 -1.15 0.99 -0.30
Br 8.80 -0.34 2.05 -0.06
Br 6.65 -2.68 1.87 -0.05
Br 6.07 0.13 0.49 0.13
H 7.87 -1.50 0.08 0.26
C 9.46 0.55 -4.30 -0.42
Br 9.25 -1.31 -3.86 -0.02
Br 9.54 0.82 -6.20 -0.04
Br 8.07 1.61 -3.49 0.15
H 10.40 0.88 -3.88 0.34
C -1.38 -3.35 -6.33 -0.22
Br -0.73 -1.55 -6.13 0.08
Br -1.72 -3.79 -8.17 -0.03
Br -0.16 -4.59 -5.52 0.03
H -2.32 -3.42 -5.80 0.10
```

Calculated values
Calculated total energy = -94265.777040 Ha
Highest occupied orbital energy = -3.895 eV
Orbital gap = 4.799 eV
Total charge = -1
LUMO = 0.9 eV

Entry from OMol25: C3H3ClF2 as an isolated structure in a non-equilibrium geometry (ωB97M-V/def2-TZVPD).

XYZ file:
```
9
Properties=species:S:1:pos:R:3:mulliken_charge:R:1
C -1.53 -0.07 -1.80 -0.48
C -0.68 0.85 -1.45 -0.01
C 1.36 -0.16 1.57 0.09
F 0.59 -1.22 1.82 -0.21
F 1.19 0.77 2.58 -0.22
Cl 0.47 1.04 -0.22 -0.06
H -1.83 -0.71 -1.06 0.31
H -1.84 0.05 -2.78 0.25
H 2.26 -0.54 1.33 0.32
```

Calculated values
Relative energy (zero: lowest compared OMol25 entry of this formula, charge and spin) = 125.5 kcal per mole
Calculated total energy = -775.819117 Ha
Highest occupied orbital energy (alpha / beta) = -8.865 / -8.494 eV
Orbital gap (alpha / beta) = 9.015 / 8.083 eV
Total charge = 0
LUMO (alpha / beta) = 0.2 / -0.4 eV

Entry from OMol25: C26H42BClFIN2O7 as an isolated structure in a non-equilibrium geometry (ωB97M-V/def2-TZVPD).

XYZ file:
```
81
Properties=species:S:1:pos:R:3:mulliken_charge:R:1
C -3.38 -5.35 -1.35 -0.59
C -4.63 -5.03 -2.14 0.39
O -5.70 -5.53 -1.88 -0.60
N -4.46 -4.17 -3.25 -0.20
C -4.12 -2.77 -2.92 -0.64
C -3.14 -2.18 -3.94 -1.10
C -1.68 -2.30 -3.51 -0.86
C -1.20 -1.14 -2.60 -0.07
C 0.23 -0.72 -2.95 -0.17
C 0.25 0.22 -4.16 -0.96
C -0.16 1.61 -3.75 -0.02
O -1.31 1.94 -3.60 -0.50
O 0.88 -0.01 -1.91 -0.29
C 1.01 -0.69 -0.65 -2.32
B 0.00 0.01 0.36 0.91
O -0.09 1.36 0.48 -0.26
O -0.82 -0.79 1.13 -0.60
C 2.49 -0.58 -0.21 2.72
N 2.63 -1.20 1.10 -0.57
C 3.35 -1.32 -1.27 -1.59
C 4.34 -2.39 -0.79 0.13
C 3.71 -3.70 -0.33 -1.34
F 5.21 -1.92 0.19 -0.36
O 2.69 0.84 -0.21 -0.14
C 3.76 1.55 0.28 0.30
Cl 3.33 3.24 -0.19 -0.21
I 5.68 1.21 -0.72 0.06
C 4.02 1.53 1.79 -1.46
C 3.01 2.27 2.65 0.72
C 1.79 1.74 3.04 0.44
C 0.90 2.46 3.82 -0.99
C 1.21 3.75 4.24 0.64
C 0.21 4.51 5.07 -1.04
C 2.44 4.28 3.88 -1.03
C 3.32 3.55 3.10 -0.46
H -3.67 -5.63 -0.34 0.30
H -2.69 -4.51 -1.30 0.07
H -2.88 -6.18 -1.84 0.24
H -5.38 -4.19 -3.68 0.27
H -5.03 -2.16 -2.88 0.36
H -3.65 -2.76 -1.94 0.35
H -3.25 -2.77 -4.85 0.49
H -3.39 -1.15 -4.19 0.44
H -1.06 -2.30 -4.41 0.57
H -1.50 -3.26 -3.03 0.25
H -1.27 -1.47 -1.57 0.26
H -1.88 -0.30 -2.73 0.39
H 0.78 -1.62 -3.24 0.25
H 1.24 0.24 -4.61 0.40
H -0.47 -0.12 -4.90 0.41
H 0.64 2.35 -3.60 0.35
H 0.80 -1.76 -0.77 0.69
H 0.38 1.82 -0.23 0.22
H -1.03 -0.36 1.97 0.26
H 2.03 -2.01 1.16 0.43
H 2.36 -0.57 1.84 -0.11
H 2.68 -1.84 -1.94 0.02
H 3.87 -0.60 -1.89 0.43
H 4.96 -2.61 -1.66 0.48
H 3.72 -3.76 0.75 0.35
H 2.68 -3.77 -0.68 0.27
H 4.25 -4.55 -0.74 0.37
H 4.17 0.51 2.13 0.55
H 4.98 2.03 1.93 0.68
H 1.48 0.75 2.75 0.15
H -0.05 2.04 4.11 0.43
H 0.27 4.21 6.12 0.32
H -0.79 4.28 4.72 0.08
H 0.38 5.58 5.04 0.34
H 2.70 5.28 4.20 0.38
H 4.27 3.98 2.81 0.35
C -4.85 2.99 3.23 -1.27
C -3.41 3.38 3.45 0.91
O -2.96 3.55 4.56 -0.58
C -2.55 3.54 2.22 -0.68
H -5.36 2.91 4.19 0.34
H -5.35 3.74 2.62 0.33
H -4.90 2.03 2.71 0.30
H -2.97 4.31 1.57 0.44
H -2.52 2.60 1.66 0.11
H -1.54 3.82 2.50 0.05
```

Calculated values
Calculated total energy = -2534.792013 Ha
Highest occupied orbital energy = -8.929 eV
Orbital gap = 9.118 eV
Total charge = 0
LUMO = 0.2 eV

Entry from OMol25: a 2-piece molecular cluster, C6H10O overall (ωB97M-V/def2-TZVPD).

XYZ file:
```
17
Properties=species:S:1:pos:R:3:mulliken_charge:R:1
C -1.66 -0.39 0.39 -1.53
C -0.30 0.29 0.25 0.47
C 0.70 -0.08 1.36 -0.81
C 1.84 -0.76 0.63 -0.31
C 1.67 -0.79 -0.69 -0.53
C 0.38 -0.16 -1.05 0.40
O -0.08 -0.03 -2.16 -0.59
H -1.55 -1.48 0.42 0.37
H -2.18 -0.07 1.30 0.38
H -2.29 -0.14 -0.48 0.35
H -0.44 1.37 0.20 0.34
H 0.26 -0.75 2.11 0.31
H 1.07 0.80 1.90 0.31
H 2.70 -1.16 1.16 0.41
H 2.34 -1.22 -1.43 0.43
H -1.39 2.74 -1.99 0.20
H -1.16 2.04 -2.14 -0.21
```

Calculated values
Relative energy (zero: lowest compared OMol25 entry of this formula, charge and spin) = 17.3 kcal per mole
Calculated total energy = -309.814771 Ha
SMILES = C[C@H]1CC=CC1=O.[H][H]
Highest occupied orbital energy = -9.495 eV
Orbital gap = 10.188 eV
Total charge = 0
LUMO = 0.7 eV

Entry from OMol25: a 2-piece molecular cluster, C5H8O2 overall in a non-equilibrium geometry (ωB97M-V/def2-TZVPD).

XYZ file:
```
15
Properties=species:S:1:pos:R:3:mulliken_charge:R:1
C -1.38 -0.56 1.64 -0.14
C -0.71 0.25 1.14 -0.18
C 1.09 -0.15 -0.94 0.69
C -0.29 1.69 0.88 -0.84
C 0.74 -1.67 -0.99 -1.00
O 2.11 0.26 -0.32 -0.61
O 0.13 0.63 -1.29 -0.42
H -2.21 -1.00 2.23 0.36
H -0.46 2.06 -0.14 0.31
H 0.78 2.13 1.11 0.25
H -1.17 2.19 1.38 0.31
H 0.58 -1.97 -2.00 0.41
H -0.18 -1.69 -0.45 0.26
H 1.54 -2.25 -0.50 0.26
H -0.56 0.08 -1.73 0.35
```

Calculated values
Relative energy (zero: lowest compared OMol25 entry of this formula, charge and spin) = 87.8 kcal per mole
Calculated total energy = -345.665053 Ha
SMILES = CC(=O)O.C#CC
Highest occupied orbital energy = -9.972 eV
Orbital gap = 10.509 eV
Total charge = 0
LUMO = 0.5 eV